Entry 1:
# C3H6N4O

C3H6N4O in the gas phase at a distorted geometry (ωB97M-V/def2-TZVPD, the Open Molecules 2025 dataset).

Geometry as XYZ:
```
14
Properties=species:S:1:pos:R:3:forces:R:3:nbo_charge:R:1
C 1.71874 1.65102 -0.11412 -5.02 0.85 0.05 -0.4341
C 1.29057 -0.86497 0.15535 0.66 0.92 0.80 0.7789
H -3.02080 -0.78672 -0.51473 0.39 -0.28 0.01 0.2361
O 1.80881 -1.62904 0.89573 0.06 -0.57 0.29 -0.5438
H 1.28493 1.84928 0.87579 1.01 0.15 0.11 0.2065
H 1.17556 2.41235 -0.77979 0.37 -1.34 0.58 0.2031
C -2.06315 -1.22622 -0.19930 -2.39 -0.07 1.47 -0.4524
N -1.41576 0.70226 1.04887 -0.22 -1.00 -1.17 -0.1128
N 1.43782 0.30519 -0.54858 1.90 1.08 -0.82 -0.3029
H -2.23612 -1.89005 0.65272 -0.13 0.22 0.00 0.2325
H -1.61513 -1.80171 -0.92473 1.07 -0.80 -1.81 0.2399
N -1.23963 -0.15715 0.27079 1.64 2.64 2.44 0.0600
N 0.19706 -0.40812 -0.46679 -2.89 -2.31 -2.14 -0.3314
H 2.67711 1.84388 -0.35121 3.55 0.52 0.19 0.2203
```
Positions in Å, forces in eV/Å.

Calculated values
Molar mass ... 114.108 g/mol
Total charge ... 0
Orbital gap ... 8.9 eV
LUMO level ... 0.70 eV

Entry 2:
# C7H12

C7H12 in the gas phase (ωB97M-V/def2-TZVPD, the Open Molecules 2025 dataset).

Geometry as XYZ:
```
19
Properties=species:S:1:pos:R:3:forces:R:3:nbo_charge:R:1
C -1.73456 2.09919 0.07534 0.12 -0.47 -0.17 -0.0086
H 1.09721 -2.11293 -1.43243 -0.01 0.03 0.15 0.1945
C -2.07590 3.43324 0.57185 -0.02 0.08 0.02 -0.6794
C 1.03270 -1.94852 -0.34795 -0.05 -0.02 -0.03 -0.3957
H -2.93891 3.39540 1.24431 0.11 -0.01 -0.11 0.2319
H 0.35584 -2.72098 0.04218 0.09 0.11 -0.04 0.1942
C 0.44518 -0.56930 -0.06577 0.06 0.02 0.04 -0.3746
H 2.38306 -1.85434 1.35108 0.00 -0.07 -0.15 0.2019
C -0.92938 -0.32360 -0.70298 -0.01 -0.04 -0.02 -0.4637
C 2.41537 -2.10223 0.28322 0.05 -0.02 0.03 -0.6012
H -2.31494 4.11499 -0.25054 0.03 -0.11 0.10 0.2319
H -1.63628 -1.10108 -0.38381 0.10 0.13 -0.02 0.2227
H 0.35422 -0.42876 1.01920 0.02 -0.02 -0.14 0.2011
H -1.23459 3.85962 1.12870 -0.13 -0.06 -0.09 0.2321
C -1.43255 0.99998 -0.31790 -0.11 0.47 0.17 -0.0227
H 1.13637 0.20775 -0.41767 -0.08 -0.11 0.04 0.2007
H 3.13786 -1.42578 -0.18811 -0.11 -0.09 0.07 0.2025
H -0.85846 -0.39926 -1.79618 0.00 0.04 0.16 0.2229
H 2.79776 -3.12338 0.18747 -0.05 0.14 -0.01 0.2095
```
Positions in Å, forces in eV/Å.

Calculated values
Molar mass ... 96.173 g/mol
Total charge ... 0
SMILES ... CC#CCCCC
Orbital gap ... 10.4 eV
LUMO level ... 1.08 eV

Entry 3:
# C3H6Cl2O2

A molecular structure, C3H6Cl2O2 at a distorted geometry (ωB97M-V/def2-TZVPD, the Open Molecules 2025 dataset).

Geometry as XYZ:
```
13
Properties=species:S:1:pos:R:3:forces:R:3:nbo_charge:R:1
H 0.80724 1.79005 -0.95034 -0.15 -0.33 -0.57 0.1957
Cl 2.43723 -0.04109 -0.85410 -0.52 0.47 0.12 -0.1046
H 0.09243 -1.88181 -1.08390 -0.91 1.99 0.19 0.2511
H -1.38560 -2.02133 -0.28817 -0.07 1.66 -0.69 0.2222
H -2.37320 0.34841 0.49885 2.04 0.41 -0.05 0.4829
C 1.13008 1.05364 -0.23070 -2.60 -2.60 1.32 0.1517
C -0.76435 -1.17152 -0.75277 1.41 -2.83 1.73 -0.6993
O -1.44822 0.75965 0.46076 -1.36 -0.32 0.66 -0.7219
O 1.42465 1.70536 0.88524 1.05 -1.19 2.89 -0.6884
H 1.53933 1.03746 1.69070 -0.38 1.71 -2.39 0.4925
H -1.22016 -0.57030 -1.50970 -0.38 -0.37 -0.87 0.2320
Cl 0.18105 -0.86251 1.81010 -0.02 -0.07 0.48 -0.0573
C -0.42048 -0.14601 0.32404 1.88 1.48 -2.82 0.2433
```
Positions in Å, forces in eV/Å.

Calculated values
Molar mass ... 144.985 g/mol
Total charge ... 0
Orbital gap ... 9.9 eV
LUMO level ... 0.55 eV

Entry 4:
# C6H14O

C6H14O in the gas phase (ωB97M-V/def2-TZVPD, the Open Molecules 2025 dataset).

Geometry as XYZ:
```
21
Properties=species:S:1:pos:R:3:forces:R:3:nbo_charge:R:1
H -3.51700 0.12592 1.87243 0.00 -0.05 -0.14 0.2022
H 3.80472 -0.92631 -0.24768 -0.01 0.11 -0.06 0.2010
H -2.37939 1.42810 0.04470 -0.01 -0.14 -0.01 0.2037
C 1.19826 -0.19893 -0.02078 0.25 -0.04 0.05 -0.0501
H 2.01918 1.41903 -1.14478 0.04 -0.14 0.03 0.2075
C -2.42547 0.33360 -0.00311 0.01 0.02 -0.04 -0.4122
H -0.89346 0.07484 1.50809 -0.02 -0.03 -0.15 0.1565
C 3.64592 0.11810 -0.54020 0.06 -0.02 0.03 -0.6072
H 3.87951 0.74373 0.32773 -0.02 -0.09 -0.09 0.2032
H -2.55538 0.06855 -1.05889 0.01 0.02 0.13 0.2049
H -3.63499 -1.28405 0.80777 0.00 0.15 0.00 0.2017
H 4.36738 0.35477 -1.32757 -0.09 -0.01 0.11 0.2135
H 2.04672 -0.12623 -1.98267 0.01 0.05 0.09 0.2016
C 2.21284 0.34832 -1.00970 -0.05 0.02 -0.04 -0.4132
O -0.08204 0.25063 -0.38726 -0.03 0.02 -0.05 -0.5377
H -1.11765 -1.33168 0.44638 0.00 0.14 -0.01 0.1557
H -4.54991 0.18303 0.43726 0.14 -0.04 0.07 0.2139
H 1.43997 0.13715 1.00271 -0.03 0.00 -0.10 0.1553
H 1.23130 -1.30313 -0.01356 -0.02 0.14 0.01 0.1571
C -1.09429 -0.22712 0.46399 -0.22 -0.08 0.14 -0.0504
C -3.59620 -0.18834 0.82513 -0.04 -0.03 0.04 -0.6073
```
Positions in Å, forces in eV/Å.

Calculated values
Molar mass ... 102.177 g/mol
Total charge ... 0
SMILES ... CCCOCCC
Orbital gap ... 10.9 eV
LUMO level ... 1.18 eV

Entry 5:
# C3H8BCl2NS

C3H8BCl2NS in the gas phase at a distorted geometry (ωB97M-V/def2-TZVPD, the Open Molecules 2025 dataset).

Geometry as XYZ:
```
16
Properties=species:S:1:pos:R:3:forces:R:3:nbo_charge:R:1
C -0.86968 -0.41844 -0.56760 0.17 0.50 0.76 -0.1821
H 1.14758 1.45648 2.62491 -0.18 -0.60 -0.70 0.1562
N 2.43686 -0.41270 -0.55673 -1.31 0.29 0.97 -1.1210
H -1.55906 -1.01201 1.42950 -0.08 0.54 -0.23 0.2251
C -1.96790 -0.53206 0.52368 -0.17 -0.53 -0.68 -0.6355
H -2.74661 -1.21669 0.14089 0.34 0.26 0.23 0.2349
H -0.22701 -1.31136 -0.46902 -0.35 0.35 -0.36 0.2025
B 1.44051 0.30852 0.28512 0.39 0.65 -0.30 0.7081
C 0.05271 0.88144 -0.33478 0.11 -0.74 -0.17 -0.5351
H 2.43183 -0.03960 -1.50135 -0.17 -0.14 -0.07 0.3974
H -0.44440 1.57530 0.36442 0.03 -0.13 -0.72 0.2330
S 1.88472 0.44833 2.07103 0.08 0.08 -0.29 -0.1909
Cl -1.59605 -0.51720 -2.22316 0.11 -0.05 0.65 -0.0462
H 2.07974 -1.36749 -0.60516 0.61 -0.16 -0.16 0.3883
Cl 0.40449 1.73358 -1.91887 0.05 -0.07 1.05 -0.0528
H -2.46772 0.42390 0.73711 0.36 -0.25 0.01 0.2181
```
Positions in Å, forces in eV/Å.

Calculated values
Molar mass ... 171.889 g/mol
Total charge ... 0
SMILES ... C[C@@H](Cl)[C@H](Cl)B(N)S
Orbital gap ... 10.2 eV
LUMO level ... 0.25 eV

Entry 6:
# C4H8NO6P

2 unconnected molecules or ions with the total composition C4H8NO6P at a distorted geometry (ωB97M-V/def2-TZVPD, the Open Molecules 2025 dataset).

Geometry as XYZ:
```
20
Properties=species:S:1:pos:R:3:forces:R:3:nbo_charge:R:1
H 2.75805 0.25757 -1.16117 1.33 -2.62 0.32 0.4616
H -0.51876 -1.12895 -0.86656 1.75 -2.26 -0.45 0.5292
H -0.43218 -1.92891 1.49995 1.93 -0.85 0.30 0.4879
O 2.60398 -2.00671 0.13573 0.71 -0.14 -0.11 -1.1683
C -3.28449 -0.43780 0.30608 -2.94 0.37 1.93 0.0611
O -4.74606 0.64521 -1.24960 -0.12 -0.72 0.79 -0.8000
H -3.22313 -0.64278 1.44956 0.54 0.15 -1.86 0.1458
H 1.64144 0.55104 1.44377 -1.62 0.00 -1.67 0.1703
O -5.57270 0.26041 0.81222 -0.33 -0.45 0.82 -0.7584
H 1.18364 2.21453 -0.29770 -0.43 -0.51 -0.27 0.1495
N -2.43270 -0.70063 -0.55274 2.13 -0.82 0.34 -0.6645
O 0.28724 -1.82522 -1.01226 -1.20 2.44 1.48 -1.0716
O 0.51147 -2.31227 1.53787 -1.50 1.85 -1.09 -1.0145
P 1.25436 -1.43093 0.29023 -2.53 0.31 -0.25 2.2444
O 2.48762 1.11748 -1.33647 -0.08 1.72 0.13 -0.8037
C -4.71557 0.18389 -0.06715 1.44 1.09 -1.73 0.6896
H 0.55100 1.09069 -1.57605 -0.36 -0.27 1.61 0.1561
H -2.71383 -0.44878 -1.48335 -0.80 0.46 -0.44 0.3677
C 1.18771 1.15010 -0.63620 -0.53 2.33 -1.39 -0.1311
C 0.87155 0.32447 0.54626 2.61 -2.07 1.56 -1.0510
```
Positions in Å, forces in eV/Å.

Calculated values
Molar mass ... 197.083 g/mol
Total charge ... -2
Orbital gap ... 7.0 eV
LUMO level ... 6.10 eV

Entry 7:
# C29H30N5O2

A gas-phase ion, C29H30N5O2 (charge +1) at a distorted geometry (ωB97M-V/def2-TZVPD, the Open Molecules 2025 dataset).

Geometry as XYZ:
```
66
Properties=species:S:1:pos:R:3:forces:R:3:nbo_charge:R:1
H 5.67144 3.15657 -4.68317 -0.20 -0.11 0.26 0.2268
C -2.79832 3.86486 1.91971 0.15 0.59 0.22 -0.7314
C -3.94515 -3.35919 1.35189 0.82 -0.15 -0.86 -0.2122
C -4.28681 -2.32747 2.36893 0.25 -0.39 0.19 -0.2247
H 1.40915 1.39531 -0.11596 -1.57 -2.17 0.47 0.2623
C 3.78553 0.93945 2.58761 -0.57 0.03 -0.04 -0.2094
H -3.32027 -6.01735 1.23487 0.34 0.49 -0.60 0.2376
H -3.59648 3.83661 1.15959 0.30 0.05 0.43 0.2351
N -2.49466 -3.27300 0.87582 -0.09 0.48 0.37 -0.4552
H 0.24162 0.60911 -5.43002 0.24 0.35 -0.01 0.2132
H -2.40352 -6.46277 -0.19485 -0.02 0.44 0.09 0.2620
O -0.75670 -4.54009 0.13691 -1.29 0.13 0.04 -0.5878
H 3.68078 1.51608 3.51108 0.15 -0.15 -0.36 0.2243
C 5.01843 0.39886 2.20725 -0.79 -0.35 -0.20 -0.1924
C 3.18824 1.07849 -2.24035 -0.30 -0.41 -1.52 -0.0156
N 0.01092 -0.43142 0.11188 -0.70 -0.01 -0.40 -0.2979
C 2.64266 -0.01032 0.61383 0.60 0.69 0.45 0.0005
C -4.08861 1.36650 2.01276 -2.17 -0.43 0.41 -0.2250
C -1.94978 -4.44587 0.40284 0.73 -0.89 0.00 0.6973
C -1.99586 2.59782 1.91348 1.20 -0.16 0.25 0.7102
N 1.69631 0.93548 -3.96649 -0.60 -0.69 0.20 -0.3580
O -0.79056 2.52021 2.13519 -1.55 0.43 -0.42 -0.5758
C -4.37404 0.02065 2.70018 0.26 0.77 0.67 -0.2143
C -2.56728 -0.91187 1.29037 0.04 0.11 0.23 0.1890
H 1.68935 1.20480 2.13523 0.43 -0.11 -0.13 0.2239
C 4.44608 1.56778 -1.84353 0.98 0.81 0.09 -0.2207
C 5.04360 -0.36252 1.03631 -0.16 0.03 0.21 -0.2039
C -2.93943 -5.62090 0.26555 0.17 -0.69 -0.27 -0.7316
H -3.81356 -5.39750 -0.38747 0.60 0.07 0.53 0.2361
N -3.80997 -1.04759 1.91368 0.75 -0.06 -0.19 -0.3937
C -0.46845 -1.75722 0.35159 0.88 0.58 -0.45 0.0011
C 2.63478 0.74991 1.80508 0.13 -0.33 0.38 -0.2242
C -0.87444 0.56063 0.33220 0.23 -0.58 0.19 0.0923
C -1.77830 -2.01115 0.79479 -1.19 0.06 0.58 0.1794
C 1.04098 0.44806 -2.84839 1.31 -0.32 0.74 -0.0094
H -0.59595 1.50392 -0.10777 -0.13 0.22 0.51 0.2437
C 0.96833 1.38329 -5.14140 -0.03 0.08 -0.05 -0.4015
C 5.01189 2.56755 -4.04663 -1.03 -0.78 -0.14 -0.1975
C 3.80169 2.07215 -4.52421 0.54 0.00 0.39 -0.2455
H -4.11665 -4.32880 1.81501 0.28 0.11 -0.18 0.2367
C 3.01708 1.27053 -3.65519 -2.20 1.41 -0.10 0.1434
H 0.04029 -0.00920 -2.85546 0.50 0.56 -0.39 0.2166
H 6.26568 2.68132 -2.35532 -0.42 -0.40 0.24 0.2209
C 5.32020 2.27213 -2.72755 -0.20 -0.35 1.28 -0.2289
H -2.10384 4.68395 1.70748 -0.19 -0.13 0.04 0.2646
H -3.22429 4.05989 2.91744 0.06 -0.06 -0.37 0.2518
N -2.74009 1.46549 1.54936 0.96 0.93 0.05 -0.4787
H 0.44253 2.34173 -4.94366 0.25 -0.51 -0.11 0.2000
H 5.90194 0.52419 2.84047 -0.32 -0.04 -0.37 0.2305
C 1.42687 0.24332 -0.32685 2.09 1.72 1.24 -0.0563
C 3.89809 -0.51344 0.22523 -0.10 -0.86 0.31 -0.2235
H -5.38238 -2.30482 2.49819 0.39 0.16 -0.24 0.2291
H 4.79164 1.48467 -0.82375 -0.08 0.02 0.04 0.2240
H 0.21008 -2.58692 0.15614 -0.20 0.42 0.00 0.2899
C -2.02593 0.36975 1.07909 -0.84 -0.73 -0.04 0.1443
H -3.89174 -2.60604 3.36454 0.16 0.24 -0.31 0.2038
H 3.49051 2.40321 -5.51940 -0.14 -0.57 0.39 0.2215
H 4.02770 -1.07034 -0.70683 -0.23 0.21 0.27 0.2350
H 5.98284 -0.85390 0.77349 -0.36 0.20 -0.25 0.2269
C 1.87918 0.44762 -1.74533 0.28 -0.10 -2.32 -0.1624
H -4.61003 -3.29747 0.47904 0.21 0.17 0.18 0.2122
H -4.32200 2.12143 2.78738 0.35 -0.17 -0.70 0.2365
H -3.98210 0.01606 3.75348 0.04 -0.01 -0.82 0.1995
H -5.47130 -0.15044 2.82875 0.80 0.24 -0.45 0.2268
H -4.83984 1.46962 1.19985 0.54 0.11 0.26 0.2080
H 1.68192 1.54858 -5.95402 -0.35 -0.19 0.09 0.2209
```
Positions in Å, forces in eV/Å.

Calculated values
Molar mass ... 480.592 g/mol
Total charge ... +1
SMILES ... CC(=O)N1CCN2CCN(C(C)=O)c3c[n+]([C@@H](c4ccccc4)c4cn(C)c5ccccc45)cc1c32
Orbital gap ... 6.9 eV
LUMO level ... -3.03 eV

Entry 8:
# C12H24N3OS

A gas-phase ion, C12H24N3OS (charge +1) (ωB97M-V/def2-TZVPD, the Open Molecules 2025 dataset).

Geometry as XYZ:
```
41
Properties=species:S:1:pos:R:3:forces:R:3:nbo_charge:R:1
N -1.03116 1.31353 0.41890 -0.78 0.07 -0.06 -0.2897
C -4.96348 -1.76607 -1.26402 -0.06 0.29 0.40 -0.4137
H -5.04291 -1.69404 -2.34117 -0.19 0.04 -0.14 0.2187
H 1.70568 0.57818 0.61877 0.00 -0.27 0.15 0.1958
H 2.86777 1.50063 -2.03185 0.10 0.11 -0.24 0.2187
C 3.67617 -0.34280 -1.22046 0.23 0.87 0.43 -0.0537
C -4.34341 -0.32494 0.63258 -0.27 -0.02 -0.71 -0.2667
H 0.25748 2.36382 1.66216 -0.06 -0.10 0.22 0.2227
H 3.47519 -1.20896 -1.84256 0.00 -0.19 -0.13 0.1733
N -5.08988 -0.43476 -0.64307 0.81 -0.22 0.12 -0.5851
C 3.49112 -2.59919 1.55538 -0.23 0.48 -0.39 -0.6204
C -0.80331 0.13841 -0.14489 -0.03 -0.14 -0.14 0.2594
S -3.24003 2.67480 1.52140 -0.25 0.43 -0.20 0.1062
H -4.83996 0.38063 1.28650 -0.14 0.07 0.21 0.2384
H -1.98101 -1.50138 -0.53530 -0.20 -0.12 0.01 0.4509
H 4.60770 0.12306 -1.54318 0.20 -0.15 -0.20 0.1761
H 0.12481 -0.21677 -0.54435 0.20 0.08 -0.03 0.2536
H -5.75053 -2.40404 -0.88012 -0.15 -0.19 -0.06 0.2143
H 2.47983 -2.85210 1.24867 -0.14 -0.24 -0.02 0.1905
H 2.97094 1.72464 0.47107 0.24 0.05 0.11 0.2361
C -2.94428 0.15249 0.45359 0.40 0.06 0.14 0.1208
H 1.70275 0.21873 -1.85389 -0.21 0.10 -0.08 0.1743
O 3.80953 -0.70931 0.14167 -0.57 -0.44 -0.37 -0.5599
H -0.67522 3.35053 0.57495 -0.33 0.08 -0.20 0.2374
H -2.32660 3.14319 2.38312 0.17 -0.29 0.02 0.1519
H 1.60359 3.38846 -0.04404 -0.08 0.32 -0.08 0.2429
N -1.92953 -0.57413 -0.14921 0.23 0.51 0.14 -0.4629
H -4.32726 -1.29267 1.12057 -0.14 -0.20 0.17 0.2238
H 5.31582 -1.97395 0.68324 0.30 -0.11 -0.28 0.1783
H 4.16919 -2.66172 -0.49892 0.07 -0.06 -0.25 0.1694
H 3.98318 -3.45526 1.99683 0.03 -0.20 0.09 0.2230
H 0.80464 2.54837 -1.32772 -0.25 -0.11 -0.15 0.2183
C 2.11254 1.32528 -0.05201 -0.38 0.37 -0.21 -0.4082
H 3.39865 -1.79981 2.28255 0.12 -0.01 0.35 0.2156
C 4.27231 -2.03731 0.38239 0.10 0.28 0.76 -0.0573
H -4.67832 0.24146 -1.27379 -0.29 0.17 -0.11 0.3510
C 2.55054 0.70637 -1.36669 0.11 -0.70 0.17 -0.4091
C -0.10875 2.43162 0.63997 0.59 -0.01 0.15 -0.2141
C -2.37475 1.34538 0.80512 0.07 -0.37 0.20 -0.0308
H -4.01639 -2.26456 -1.03992 0.20 -0.08 -0.01 0.1364
C 1.08738 2.46420 -0.28223 0.54 -0.17 0.21 -0.4263
```
Positions in Å, forces in eV/Å.

Calculated values
Molar mass ... 258.411 g/mol
Total charge ... +1
SMILES ... CCOCCCCCn1c[nH+]c(CNC)c1S
Orbital gap ... 9.4 eV
LUMO level ... -2.78 eV

no.,electronic energy (eV)
1,-11209.8550
2,-7452.1585
3,-32346.3736
4,-8496.3042
5,-41288.5562
6,-27342.7644
7,-42097.5757
8,-30179.5465